[1]
Below is a gas-phase ion, C5H7N2 (charge +1), with properties calculated with ωB97M-V with the def2-TZVPD basis set.

```
! wB97M-V def2-TZVPD RIJCOSX def2/J DEFGRID3
* xyz 1 1
C 0.63243 -0.98099 0.85163
C -0.15849 0.09281 0.58733
C 1.90110 -0.90040 0.21222
C 1.62813 1.10824 -0.60947
C -1.49942 0.45380 0.31389
N 2.51389 0.22542 -0.22820
N -2.32014 -0.46013 -0.42580
H 0.37071 -1.80001 1.48502
H -1.99235 0.68451 1.31373
H -1.51596 1.52348 0.08506
H 3.49402 0.29136 -0.50434
H -2.23691 -1.43124 -0.07611
H 1.29611 1.62318 -1.57984
H -2.11312 -0.43003 -1.42511
*
```

Calculated values
* relative energy (zero: lowest compared OMol25 entry of this formula, charge and spin): 921.65 kJ/mol
* LUMO level (spin up / spin down): -0.2209 / -0.2249 Eh
* frontier orbital gap (spin up / spin down): 0.274 / 0.277 hartree

***

[2]
Below is a molecular structure, C9H20N5O7P2PdS, with properties calculated with ωB97M-V with the def2-TZVPD basis set.

```
! wB97M-V def2-TZVPD RIJCOSX def2/J DEFGRID3
* xyz -1 3
Pd -0.19504 -0.99797 -0.29994
N -3.15360 1.63953 1.53318
C -2.45081 1.47672 0.15534
C -3.02161 2.49493 -0.80563
P -2.68609 -0.33296 -0.37977
O -4.24738 -0.47303 0.10569
O -2.76205 -0.57722 -1.85746
O -1.94639 -1.13197 0.65390
P -0.57449 1.65859 0.45567
O -0.70263 2.72468 1.70172
O 0.16699 2.44325 -0.58666
O -0.13319 0.39973 1.14007
H -4.14976 1.45979 1.43998
H -2.78199 2.48130 1.97656
H -2.71805 0.82139 2.00784
H -4.09524 2.34265 -0.95331
H -2.53708 2.40467 -1.78289
H -2.85577 3.51518 -0.44590
H -4.45267 -1.40486 -0.11158
H 0.23141 2.83833 1.97254
C 5.08483 3.55883 1.38596
C 4.82594 2.49984 0.36148
C 5.76576 2.18674 -0.59936
C 5.41095 1.19612 -1.48581
N 4.23561 0.55056 -1.45316
C 3.39082 0.92740 -0.48259
S 1.88059 0.13341 -0.40145
N 3.63302 1.87925 0.43327
H 6.07520 4.00878 1.26351
H 5.02887 3.12757 2.39028
H 4.33673 4.35287 1.29838
H 6.72285 2.68142 -0.66112
H 6.08150 0.87930 -2.27627
C -2.28210 -5.80231 -0.60247
N -2.07388 -4.46952 -1.10873
C -1.33954 -3.47518 -0.56480
N -0.71438 -3.74017 0.59672
O -1.24627 -2.38013 -1.10457
H -2.93081 -6.34299 -1.29535
H -2.75357 -5.74585 0.38219
H -1.31879 -6.31238 -0.51928
H -2.51659 -4.20460 -1.97993
H -0.76941 -4.62689 1.06647
H -0.16443 -2.99837 1.00594
H 0.70256 -1.66644 -1.56866
*
```

Calculated values
* LUMO level (spin up / spin down): 0.0896 / 0.0891 Eh
* expectation value of S²: 2.013
* frontier orbital gap (spin up / spin down): 0.166 / 0.186 hartree

***

[3]
Below is a molecular structure, C49H58BBiCl2GeIN8O4S3, with properties calculated with ωB97M-V with the def2-TZVPD basis set.

```
! wB97M-V def2-TZVPD RIJCOSX def2/J DEFGRID3
* xyz 1 1
Bi 0.20563 -1.13587 0.12429
C 5.54338 -1.21291 -3.40275
C 4.62372 -1.78808 -2.32197
C 3.88284 -2.97513 -2.92240
C 5.42985 -2.21638 -1.09360
N 3.70329 -0.67653 -1.88303
C 4.26947 0.47937 -1.35777
C 3.30455 1.39557 -1.24791
N 2.11478 0.83058 -1.69732
B 1.20188 1.84757 -2.46304
N 0.83233 3.12510 -1.58287
C 1.01844 4.33746 -2.22084
C 0.52521 5.30892 -1.43895
N 0.00166 4.70845 -0.30771
C 0.24743 3.37823 -0.39096
S -0.20406 2.08678 0.69503
C -0.78512 5.56650 0.66930
C 0.20245 6.37411 1.50362
C -1.66025 6.51013 -0.16742
C -1.71181 4.73606 1.54697
N 0.04353 1.24322 -3.29946
C 0.15426 1.36578 -4.67798
C -0.85754 0.69491 -5.24163
N -1.60742 0.13589 -4.21672
C -1.04775 0.48374 -3.03423
S -1.69571 0.12315 -1.47992
C -2.77481 -0.75335 -4.59063
C -3.77054 0.10549 -5.36702
C -3.49761 -1.39081 -3.40818
C -2.21034 -1.87858 -5.46149
C 2.37909 -0.46245 -2.08177
S 1.15381 -1.60134 -2.48676
H 6.26827 -1.97504 -3.69216
H 4.96647 -0.93389 -4.28680
H 6.09412 -0.33792 -3.05568
H 4.63774 -3.69931 -3.23343
H 3.19871 -3.45673 -2.22935
H 3.30843 -2.68471 -3.80097
H 5.95769 -3.14562 -1.31151
H 6.18247 -1.47348 -0.82125
H 4.77361 -2.36852 -0.23517
H 5.30848 0.53468 -1.08793
H 3.36007 2.42641 -0.93954
H 1.92827 2.32772 -3.29366
H 1.48736 4.40518 -3.18589
H 0.48944 6.37057 -1.59822
H 0.87396 6.95322 0.86669
H -0.34842 7.06996 2.13871
H 0.80437 5.72713 2.13959
H -1.09157 7.32778 -0.61105
H -2.17981 5.96798 -0.95947
H -2.40958 6.95611 0.48432
H -1.18247 4.17582 2.30881
H -2.39033 5.41873 2.05856
H -2.31077 4.04283 0.95578
H 0.95506 1.91330 -5.14114
H -1.10096 0.56852 -6.28042
H -4.14412 0.91803 -4.74068
H -3.33429 0.53418 -6.27001
H -4.61662 -0.51406 -5.66645
H -3.93624 -0.65587 -2.73683
H -4.30048 -1.99995 -3.82842
H -2.83618 -2.03680 -2.83128
H -1.80750 -1.51314 -6.40685
H -1.41735 -2.40787 -4.92959
H -3.00741 -2.58633 -5.69048
C -3.51583 1.66471 2.36376
C -3.83357 0.48834 1.49127
N -5.04709 0.39976 1.01244
C -5.42107 -0.68529 0.28512
C -4.59933 -1.74668 0.06668
C -5.11465 -2.99208 -0.60365
O -5.27737 -4.07038 0.32011
C -3.25988 -1.65665 0.52541
C -2.45558 -2.84110 0.58826
N -1.16428 -2.89842 0.71225
C -0.64525 -4.10989 1.30349
C -1.02958 -5.35848 0.83218
C -0.61588 -6.50789 1.47641
C 0.19101 -6.42681 2.60231
C 0.59807 -5.18945 3.07287
C 0.18028 -4.03605 2.42099
I 0.81991 -2.18821 3.17993
C -2.81069 -0.49210 1.18832
O -1.57988 -0.32016 1.55475
H -4.24958 2.44983 2.19005
H -2.50918 2.03064 2.17698
H -3.55801 1.37574 3.41747
H -6.43494 -0.67382 -0.10077
H -4.40864 -3.35904 -1.34907
H -6.05351 -2.76808 -1.11489
H -5.95075 -3.82212 0.96238
H -3.00276 -3.77734 0.69163
H -1.62876 -5.42086 -0.06802
H -0.90532 -7.47328 1.08251
H 0.52102 -7.32538 3.10753
H 1.24571 -5.11567 3.93686
Ge 0.78630 2.33156 2.76694
C -0.44114 2.37860 4.24294
C -0.62794 3.58840 4.91053
C -1.40911 3.63901 6.05775
C -1.99911 2.48095 6.54703
C -1.81923 1.27268 5.88431
C -1.04490 1.22000 4.73495
C 2.18434 1.03152 3.02569
C 3.14053 0.80900 2.03922
C 4.22907 -0.01182 2.29171
C 4.37546 -0.60605 3.53953
C 3.43118 -0.38326 4.53133
C 2.33328 0.43038 4.27746
H 1.43684 3.72103 2.65160
H -0.15808 4.49565 4.54531
H -1.55465 4.58166 6.57057
H -2.59185 2.51931 7.45238
H -2.28849 0.37073 6.25734
H -0.92847 0.27658 4.21130
H 3.02646 1.26831 1.06589
H 4.96851 -0.18340 1.51889
H 5.22787 -1.24225 3.73857
H 3.54663 -0.84254 5.50518
H 1.59579 0.59642 5.05605
Cl 3.88575 -4.48221 1.72996
C 3.17671 -4.82858 0.13602
Cl 2.78139 -6.54410 -0.01596
C 1.96585 -3.90912 -0.19473
O 1.08725 -4.34672 -0.92012
O 2.04544 -2.74072 0.32238
H 3.95868 -4.63925 -0.58875
*
```

Calculated values
* relative energy (zero: lowest compared OMol25 entry of this formula, charge and spin): 203.39 kJ/mol
* LUMO level: -0.0965 Eh
* frontier orbital gap: 0.267 hartree

***

[4]
Below is 2 unconnected molecules or ions with the total composition C17H26NO6PS2, with properties calculated with ωB97M-V with the def2-TZVPD basis set.

```
! wB97M-V def2-TZVPD RIJCOSX def2/J DEFGRID3
* xyz 0 1
C 1.88905 -1.05098 1.59415
C 1.99524 -1.94613 0.35344
P 0.32864 -2.12193 -0.40474
C 0.48561 -2.70181 -2.14494
C 0.59263 -4.23252 -2.10941
C -0.56705 -0.52223 -0.30127
C -1.51834 -0.38709 0.71805
C -2.28305 0.76550 0.87538
C -2.13561 1.83616 -0.00762
C -1.18173 1.71586 -1.00247
C -0.39816 0.57976 -1.14767
C 0.54601 0.83372 -2.29359
O 1.24574 0.08427 -2.90428
N 0.44007 2.21679 -2.57712
C 1.61654 3.08833 -2.50331
C 2.61660 2.71534 -1.39860
C 3.79916 1.97265 -2.02978
S 4.89674 1.25760 -0.82890
O 6.21974 1.78366 -0.98102
O 4.30687 1.35565 0.46920
O 4.91967 -0.24676 -1.34347
C -0.80040 2.68164 -2.07737
O -1.41200 3.60107 -2.51529
H 2.74478 -1.20642 2.24373
H 1.78680 -0.00838 1.31928
H 1.01711 -1.36794 2.16588
H 2.25811 -2.94278 0.69963
H 2.77820 -1.62327 -0.33208
H -0.33673 -2.35781 -2.76272
H 1.42258 -2.33665 -2.55674
H 1.52167 -4.49972 -1.60974
H 0.68100 -4.60722 -3.12726
H -0.24262 -4.68826 -1.58943
H -1.65509 -1.20426 1.41174
H -2.99549 0.84973 1.68292
H -2.72146 2.73716 0.09306
H 1.23616 4.09153 -2.34368
H 2.13009 3.08320 -3.46377
H 2.16978 2.16045 -0.57920
H 3.01100 3.63751 -0.98021
H 4.39304 2.68632 -2.59328
H 3.47846 1.20756 -2.73197
H 5.59761 -0.71944 -0.83558
C -4.98206 -1.30196 5.13807
S -4.52624 -0.77746 3.48302
O -3.62868 0.40286 3.62004
C -6.14976 -0.15872 3.02774
H -4.08971 -1.69008 5.62417
H -5.36686 -0.45023 5.69882
H -5.73406 -2.08771 5.07095
H -6.45280 0.62108 3.72645
H -6.86507 -0.98079 3.03787
H -6.08172 0.25316 2.02295
*
```

Calculated values
* LUMO level: -0.0039 Eh
* frontier orbital gap: 0.280 hartree

***

[5]
Below is C3H8N2O in the gas phase, with properties calculated with ωB97M-V with the def2-TZVPD basis set.

```
! wB97M-V def2-TZVPD RIJCOSX def2/J DEFGRID3
* xyz 0 1
C -2.20059 -0.02552 0.05695
N -0.93932 0.00002 0.80699
C 0.27917 0.63029 0.00324
O 0.18239 1.76196 -0.43214
N 1.06751 -0.40133 0.06774
C 2.36308 -0.36216 -0.54217
H -2.45597 0.99524 -0.24140
H -3.00088 -0.45263 0.66373
H -2.05955 -0.62716 -0.84208
H -1.05148 0.45852 1.71119
H -0.30104 -0.86765 0.83888
H 3.13355 -0.51419 0.22467
H 2.44706 -1.18528 -1.26270
H 2.53606 0.58988 -1.05291
*
```

Calculated values
* relative energy (zero: lowest compared OMol25 entry of this formula, charge and spin): 197.28 kJ/mol
* SMILES string: C/N=C(\[O-])[NH2+]C
* LUMO level: 0.0258 Eh
* frontier orbital gap: 0.344 hartree